Entry from the Open Molecules 2025 dataset: CHCl3O3Pt as an isolated structure (ωB97M-V with the def2-TZVPD basis set).

Total charge = -2
Kohn-Sham gap (spin up / spin down) = 6.2 / 6.8 eV
2S+1 = 3
Energy above the lowest of the compared OMol25 structures with the same formula, charge and spin = 0.0 kJ/mol

Geometry as XYZ:
```
9
Properties=species:S:1:pos:R:3:lowdin_charge:R:1
Pt -0.863 0.870 0.661 0.422
Cl -2.810 -0.546 -0.086 -0.460
Cl -1.013 1.234 3.092 -0.479
Cl -1.211 3.165 -0.194 -0.489
O 1.773 -1.798 -0.930 0.049
C 0.989 -0.808 -0.399 -0.839
O 0.456 -0.954 0.732 -0.174
O 0.810 0.251 -1.052 -0.131
H 1.869 -1.415 -1.826 0.099
```